(1)
Here is 5 unconnected molecules or ions with the total composition C12H32ClN4O4 in a non-equilibrium geometry from the OMol25 dataset. Energies are from ωB97M-V/def2-TZVPD.

The geometry in XYZ format:
```
53
Properties=species:S:1:pos:R:3:forces:R:3
Cl -7.991585 -4.534341 -8.309040 -0.2333 -0.1013 -0.7584
O -4.826227 -7.572232 -7.443313 -0.1958 0.1997 -2.8136
O -7.122326 -1.460438 -10.658142 -0.5883 -0.2385 1.6031
O -8.889132 -3.066523 -13.342893 -1.9834 -3.0136 4.3665
O -9.634092 -7.223290 -5.543169 -2.3263 -1.8093 -1.1469
N -5.589167 -8.214471 -9.593491 -1.0635 1.2139 0.3059
N -11.388350 -8.778866 -6.039758 -0.4685 0.8578 -0.4479
N -6.476581 -1.868092 -8.400534 -1.5992 1.7279 0.2052
N -9.795617 -3.662869 -11.136636 -1.6161 -0.4669 -1.7623
C -9.053354 -3.926315 -12.448485 2.2907 2.9604 -3.7257
C -7.107995 -7.813945 -9.648888 0.9556 -0.8553 -0.0403
C -4.269502 -6.000133 -9.202936 0.5923 -0.5706 -1.3056
C -10.906076 -6.639818 -7.446349 -0.2791 -0.1036 -0.2231
C -11.358756 -3.948903 -11.239832 1.9694 0.1245 0.1753
C -10.535795 -7.518806 -6.298627 3.0736 1.8205 1.3914
C -4.829230 -7.261699 -8.606966 0.2846 0.2345 2.5430
C -6.379647 -1.185176 -9.764639 2.6049 0.6298 -2.1876
C -8.206627 -5.161204 -12.435771 0.2342 -0.2441 -0.3228
C -7.158260 -0.956780 -7.311806 0.7265 0.9020 -1.6793
C -11.421862 -9.797040 -7.150540 0.9721 -0.8732 0.4855
C -5.046840 -0.411224 -10.034283 -1.1029 -0.6216 2.3293
H -10.295736 -5.738363 -7.500787 0.0495 0.0569 1.0075
H -6.679383 0.004747 -7.496862 0.0363 0.0917 0.5114
H -8.673978 -6.105140 -12.716262 -0.5542 0.0251 0.5725
H -3.673108 -6.186252 -10.096110 0.2340 -0.7697 -0.1553
H -5.198907 -8.226550 -10.524963 0.2181 0.5646 -0.5633
H -11.969199 -10.645841 -6.740584 -0.1466 0.0483 -0.4172
H -11.765497 -3.708052 -10.257666 -0.1352 0.5268 -0.3814
H -10.391994 -10.116213 -7.310555 -0.0045 -0.0584 0.1682
H -5.024286 -5.375686 -9.680907 -0.4220 0.2711 0.8188
H -9.690003 -2.681048 -10.924603 0.2068 0.5112 0.1933
H -5.147977 0.638319 -9.758013 -0.3261 0.3015 -0.8581
H -11.952072 -6.401846 -7.253079 -0.2291 0.1750 -0.8058
H -12.332128 -8.523561 -5.786382 -0.9940 0.7951 -0.7023
H -11.188873 -9.158618 -5.125376 1.4628 -0.7180 0.3469
H -7.550842 -8.516032 -10.355335 -0.1087 0.1788 0.0604
H -11.780885 -9.465907 -8.124982 -0.4821 0.4835 0.5813
H -5.583570 -2.263991 -8.143824 0.2935 0.0079 0.3371
H -10.665128 -7.020095 -8.439036 -0.7745 -0.7977 0.0086
H -7.533996 -7.932711 -8.652633 0.2986 -0.0455 -0.0612
H -8.186573 -0.819155 -7.646084 0.0212 -0.4169 0.2393
H -7.133484 -2.607467 -8.605212 -0.5339 -1.5745 0.3732
H -9.364648 -4.225768 -10.417249 0.4755 -0.1664 0.9627
H -11.513408 -5.018838 -11.379244 0.1786 0.1787 -0.4590
H -7.448303 -5.075886 -13.214081 -0.0306 0.4817 0.0642
H -7.066958 -1.229316 -6.260388 0.2126 -0.6389 -0.4704
H -5.464180 -9.175066 -9.307603 -0.2030 -0.4593 0.8061
H -7.232307 -6.775505 -9.955935 0.3695 -0.1508 0.0405
H -4.618004 -0.644305 -11.008907 -0.3418 0.3065 0.1344
H -7.709851 -5.177899 -11.465696 -0.0371 -0.4043 0.1314
H -11.597067 -3.317560 -12.095823 -0.8413 -0.2363 0.3459
H -3.534164 -5.508235 -8.566208 -0.7417 0.0784 0.4813
H -4.401943 -0.691981 -9.201582 0.6020 -0.4190 -0.3026
```
Positions in Å, forces in eV/Å.

Summary:
Net charge: +3
HOMO level, Eh: -0.645
LUMO level, eV: -7.774


(2)
Here is a gas-phase ion, C4H4N3S (charge +1) in a non-equilibrium geometry from the OMol25 dataset. Energies are from ωB97M-V/def2-TZVPD.

The geometry in XYZ format:
```
12
Properties=species:S:1:pos:R:3:forces:R:3
S 3.243086 -1.393159 0.054427 -0.1522 1.3044 -0.0617
N -0.045845 1.159210 0.228732 -0.3083 1.7790 -0.4689
N 2.401388 1.269995 -0.001870 0.4162 0.2276 0.0104
N -0.411745 -0.017605 0.439774 0.0925 -1.6469 1.0338
C 2.847381 0.082752 0.017238 -0.2286 -1.5704 0.1298
C -1.202415 -0.911835 0.217687 0.7068 0.3284 -0.3531
C 1.042021 1.772177 0.118942 -0.3721 -0.0608 -0.1728
C -1.886743 -1.997536 0.065278 -0.5061 -0.3611 -0.1577
H 3.073106 2.032191 -0.096038 0.1289 -0.1936 -0.0085
H 1.013231 2.845498 0.061616 0.1670 0.1400 -0.0108
H -1.434443 -2.942119 -0.185070 0.2428 -0.0333 -0.1027
H -2.960873 -1.976830 0.134634 -0.1869 0.0869 0.1623
```
Positions in Å, forces in eV/Å.

Summary:
Net charge: +1
HOMO level, Eh: -0.455
LUMO level, eV: -6.143


(3)
Here is a molecular structure, C16H30F3NOP2Sn in a non-equilibrium geometry from the OMol25 dataset. Energies are from ωB97M-V/def2-TZVPD.

The geometry in XYZ format:
```
54
Properties=species:S:1:pos:R:3:forces:R:3
Sn 0.458377 0.233324 0.149608 -3.7224 -3.9065 -0.3144
P -0.103887 2.405953 -1.144417 0.0014 -0.1037 -0.0791
P 0.582849 -2.047849 1.561569 0.3079 0.3229 -0.3712
F -1.300076 2.161710 1.905152 0.6583 -0.5770 0.0184
F 0.658924 1.765532 2.830550 -0.5774 -0.1920 -0.1432
F -0.971996 0.297486 3.000066 0.6164 0.5829 -0.8655
O 2.338242 -0.689097 -0.340533 -0.8117 0.7033 0.3078
N -0.957195 -0.796382 -0.945263 3.4297 1.1170 0.4822
C -2.752668 -1.677797 -2.188212 -0.1689 0.3369 0.6971
C -0.961199 -2.854810 2.055816 -0.0367 -0.0504 0.2211
C 3.779445 0.561300 1.220518 0.1751 0.3727 0.3300
C 0.540225 3.930813 -0.401090 0.0466 0.3098 -0.1083
C 3.076383 0.464707 -0.112845 -2.3835 0.8352 -0.2404
C 3.934956 0.795838 -1.306482 0.2704 0.5740 -0.0841
C 0.599073 2.274332 -2.811447 0.0076 0.2345 -0.2572
C 1.581295 -1.908750 3.073181 -0.0193 -0.4226 0.3182
C -3.227895 -0.671914 0.008978 0.6644 -0.0617 -0.3967
C -1.886089 2.659503 -1.373660 -0.1383 0.0046 0.0404
C -5.019914 -1.580400 -1.343202 -0.2401 0.1222 0.2925
C -2.251684 -1.018681 -1.000531 -1.5767 0.0966 0.0245
C -4.572001 -0.949765 -0.166028 0.0231 -0.3711 -0.7711
C -4.102817 -1.935917 -2.344514 0.1594 0.1008 0.3052
C -0.364345 1.165053 2.116175 0.1776 0.4241 0.4974
C 1.423186 -3.342739 0.588662 0.0199 -0.0421 0.0417
H 2.003460 1.331974 -0.015483 3.5952 0.3096 -0.1571
H -1.543307 -2.198844 2.710748 0.0810 -0.1438 -0.1438
H 4.552696 1.338886 1.168208 -0.1368 -0.2001 0.1529
H -2.396559 2.668522 -0.401249 0.1799 -0.0536 -0.2688
H 0.495622 3.239875 -3.325456 0.0438 -0.2287 0.0197
H 2.427414 -3.014031 0.298193 -0.3276 -0.0346 0.1048
H 0.056240 1.501199 -3.371305 0.1236 0.1437 0.2429
H -1.553800 -3.089736 1.165020 0.1128 0.1377 0.1168
H 4.696442 1.536168 -1.047726 -0.0496 0.0070 -0.1348
H 1.093664 -1.235146 3.789502 0.1227 -0.1641 -0.1779
H 2.584293 -1.528025 2.839997 -0.3044 -0.1334 0.0153
H 3.361752 1.175804 -2.157826 0.0797 -0.2589 0.1917
H -4.444200 -2.422851 -3.259724 -0.0170 0.1002 0.2347
H 1.660113 -2.913866 3.509065 0.1556 0.2599 0.1488
H -2.858095 -0.178469 0.917341 -0.1838 -0.1560 -0.2741
H 0.104559 4.082579 0.597065 0.0953 -0.1164 -0.3206
H 1.659333 1.998411 -2.769663 -0.3271 0.1242 0.0193
H 4.443366 -0.121108 -1.631558 -0.1821 0.0643 0.1662
H 1.632486 3.868969 -0.306029 -0.2679 0.0151 -0.0314
H -2.303407 1.847817 -1.984065 0.1537 0.0915 0.2332
H -5.279883 -0.677633 0.611617 -0.0009 -0.0371 -0.0852
H 3.096853 0.836284 2.035588 0.1085 -0.2334 -0.1800
H -6.080312 -1.791540 -1.472827 0.2167 0.0413 0.0203
H -2.049736 3.623999 -1.877264 0.0675 -0.2406 0.1053
H -0.705423 -3.780170 2.587921 -0.1650 0.1157 -0.0622
H 4.255290 -0.396155 1.467567 -0.0673 0.1202 -0.1747
H 0.835762 -3.527421 -0.319175 0.1247 0.0558 0.1972
H 0.277784 4.781167 -1.047491 0.1244 -0.1279 0.2277
H 1.482239 -4.259403 1.191736 -0.0279 0.1321 -0.1721
H -2.005836 -1.938702 -2.934777 -0.2103 -0.0003 0.0408
```
Positions in Å, forces in eV/Å.

Summary:
HOMO level, Eh: -0.201
LUMO level, eV: -0.654


(4)
Here is a molecular structure, C31H21F3NO8SbSeTi in a non-equilibrium geometry from the OMol25 dataset. Energies are from ωB97M-V/def2-TZVPD.

The geometry in XYZ format:
```
67
Properties=species:S:1:pos:R:3:forces:R:3
Sb 0.120862 1.137547 1.063670 -0.3124 -0.0851 0.1905
Se 3.130268 -1.971186 -4.285447 0.6257 -0.3156 -0.8173
Ti 1.535753 -0.882666 -2.354696 -0.2661 1.3736 -0.4315
F -5.630982 2.048088 -1.298782 0.0166 -0.0040 0.0054
F -1.621860 -4.150979 3.963422 -0.0051 0.0261 -0.0031
F -0.155667 5.109684 5.953506 0.0215 -0.0305 -0.0076
O 3.616686 -1.398717 -5.727621 -0.1291 -0.0558 0.3062
O -0.342618 -1.470839 -2.072162 -0.8327 -0.6796 -0.1368
O 3.489338 -0.863726 -3.066702 0.1198 -0.3083 -0.4799
O -1.450134 -3.415389 -2.308689 0.0296 -0.2231 -0.0863
O 3.661368 -0.721343 1.035841 0.2184 -0.0990 -0.0026
O 2.284526 -0.186612 -0.661591 0.7746 0.0906 0.7851
O 3.656042 -3.461629 -3.938994 -0.1136 0.3713 -0.1324
O 1.447972 -1.846787 -4.156884 0.6024 -0.2399 -0.2759
N 1.781084 -2.452560 -1.345494 0.1241 -0.8189 0.3455
C -1.255457 -3.008543 3.323221 -0.0934 -0.0478 0.0730
C -0.727352 1.385707 -3.624097 0.0347 0.0379 -0.0148
C 0.121358 3.792272 2.597451 -0.0575 0.0878 0.0246
C 0.335698 0.863991 -4.353830 0.0202 0.2461 -0.2198
C -1.902904 1.488662 0.386198 -0.0818 -0.0611 -0.2215
C -3.757917 0.654877 -0.941858 0.0180 -0.0088 -0.0038
C 2.259151 -4.804228 -0.160723 -0.0871 0.0425 -0.1220
C 2.722347 -2.463817 -0.354175 -0.3242 0.1371 -0.1216
C -0.433605 -2.794539 -2.058308 0.1166 0.1947 0.4329
C -1.713042 -0.744274 2.764271 -0.0724 0.0110 -0.0305
C 1.647128 1.222222 -4.045993 -0.2208 0.3545 -0.1083
C 1.892841 2.051883 -2.953405 0.0154 0.1652 -0.2119
C -0.316468 1.998038 4.105265 -0.0791 0.0586 0.0266
C -2.501944 0.478951 -0.377036 0.0375 0.0510 0.0505
C 0.832411 2.572450 -2.226101 -0.0980 0.0442 -0.0354
C -0.478862 2.248223 -2.568952 0.0553 0.0896 -0.0191
C -0.087253 -2.993682 2.601563 0.0908 0.0163 -0.0738
C -2.084862 -1.908106 3.423337 -0.0023 0.0504 -0.0294
C -2.578635 2.694461 0.532800 -0.0577 -0.0112 0.1063
C -4.399194 1.861175 -0.750216 -0.0143 0.0436 -0.0374
C -0.333207 2.890615 5.173877 -0.0154 -0.1229 -0.0285
C 0.108199 4.705467 3.646976 -0.0278 -0.0406 -0.0683
C 2.995450 -1.042755 0.059290 -0.3168 -0.0401 -0.0100
C -0.522981 -0.672310 2.040107 0.1814 0.0176 0.1079
C 3.001845 -3.676528 0.232454 -0.0099 -0.2019 0.0768
C -3.835819 2.894008 -0.032910 0.0289 0.0128 0.0035
C 0.278574 -1.808883 1.969679 -0.1712 -0.0031 0.0760
C 0.856074 -3.433778 -1.528753 -0.2548 0.5094 0.2292
C -0.115942 2.431521 2.795225 0.1968 -0.0345 0.1519
C -0.129216 4.227406 4.917231 -0.0054 0.0973 0.0143
C 1.106635 -4.660437 -0.998512 0.1989 -0.2090 0.2494
H -4.223172 -0.122133 -1.534616 0.0242 -0.0060 0.0062
H -4.368277 3.830846 0.071736 -0.0085 -0.0139 0.0259
H 2.911406 2.321815 -2.709063 0.0096 -0.1092 0.0983
H -2.374626 0.114886 2.805671 0.0230 0.0021 0.0227
H -0.469243 0.944650 4.308303 0.0167 0.0148 -0.0070
H 0.288889 5.761169 3.491640 -0.0133 -0.0023 -0.0050
H 0.430799 -5.487128 -1.177983 -0.0551 0.0336 0.1253
H -1.743398 1.115175 -3.879833 0.0004 -0.0479 0.0456
H -1.978236 -0.453516 -0.566233 -0.0016 -0.0002 -0.0263
H -2.139407 3.501530 1.109926 -0.0005 -0.0074 -0.0109
H 0.325699 4.165515 1.597700 0.0260 -0.0125 0.0094
H 0.524064 -3.882868 2.518498 0.0039 0.0133 -0.0215
H -0.496618 2.557180 6.190786 0.0024 -0.0014 -0.0071
H 3.759323 -3.749295 1.004353 -0.0292 0.0164 0.0183
H 1.196222 -1.798187 1.409261 0.1683 0.0012 -0.0585
H 1.029559 3.243411 -1.399226 -0.0094 -0.0450 0.0456
H 2.507061 -5.775843 0.248058 -0.0238 -0.0050 0.0095
H -2.999882 -1.972670 3.998119 -0.0098 -0.0079 -0.0299
H 2.459681 0.882422 -4.672921 0.0394 -0.1693 0.1086
H -1.304583 2.663474 -2.007143 -0.0246 -0.0019 0.0301
H 0.159052 0.216635 -5.200483 -0.0164 -0.1402 0.0942
```
Positions in Å, forces in eV/Å.

Summary:
Net charge: -2
Spin multiplicity: 3
HOMO level (alpha / beta), Eh: -0.002 / -0.137
LUMO level (alpha / beta), eV: 3.904 / 3.903
⟨S²⟩: 2.025


(5)
Here is 2 unconnected molecules or ions with the total composition C4H10NS in a non-equilibrium geometry from the OMol25 dataset. Energies are from ωB97M-V/def2-TZVPD.

The geometry in XYZ format:
```
16
Properties=species:S:1:pos:R:3:forces:R:3
S 1.058894 3.030013 2.001321 -1.2889 1.7898 -0.9312
N 0.504339 -0.868354 -0.802204 -4.5567 -1.3999 -0.3142
C -0.665195 -1.536092 -0.112845 0.0601 -0.0099 1.5899
C -0.248837 -2.162015 -1.357696 1.5765 0.8568 2.8891
C -0.409121 2.243350 1.526672 1.0525 -1.6304 0.6430
C 0.311738 0.417250 -1.154982 0.6646 2.5963 -1.2587
H -1.297284 2.870762 1.610612 0.0892 -0.6006 -0.2944
H 1.679669 2.037477 2.505059 0.9633 -1.6950 0.6985
H -1.558416 -0.916193 -0.058478 0.2237 0.0213 -0.6294
H -0.815705 -2.109255 -2.188108 -1.6577 0.6955 -2.7812
H 1.099761 0.985968 -1.620194 0.2297 -0.1775 0.0868
H 1.338116 -1.126396 -0.435786 3.3716 -0.8921 1.2214
H 0.492598 -2.897326 -1.328541 0.6350 -1.4256 0.0721
H -0.660390 0.817310 -1.145013 -0.9666 0.2084 -0.0161
H -0.476975 -1.890358 0.914353 0.3483 -0.3541 -0.8461
H -0.353191 1.103859 1.645831 -0.7444 2.0170 -0.1296
```
Positions in Å, forces in eV/Å.

Summary:
Net charge: +1
HOMO level (alpha / beta), Eh: -0.484 / -0.396
LUMO level (alpha / beta), eV: -3.315 / -5.001


(6)
Here is 11 unconnected molecules or ions with the total composition C2H25O11 in a non-equilibrium geometry from the OMol25 dataset. Energies are from ωB97M-V/def2-TZVPD.

The geometry in XYZ format:
```
38
Properties=species:S:1:pos:R:3:forces:R:3
O -2.616224 2.256103 -1.852488 0.1748 0.9724 -0.0553
O 2.027964 -0.388250 -1.246715 0.5514 1.6733 -1.2049
O -1.115457 -0.063236 -2.035128 -0.5851 0.6181 0.0259
O 2.797030 2.666650 -1.538160 2.0904 -0.5604 1.2532
O 1.970875 -2.386355 0.777235 0.0790 -0.3930 0.3743
O 0.062307 3.494188 -1.484456 1.3866 1.1795 1.4639
O 2.733279 1.361764 1.215682 0.4426 -0.2640 0.5188
O -0.357473 -3.457188 -1.030582 0.1311 -2.3935 -1.9372
O -2.757017 -2.670185 0.732706 -0.4381 -0.7282 1.2107
O -0.311594 -1.163365 0.669601 -1.7353 1.7712 0.4360
O -0.106049 -2.238855 3.123291 0.2002 -0.4701 1.5396
C -0.288246 1.249791 0.967167 -1.3219 0.5530 -0.3144
C -1.134737 -0.003667 1.096241 2.4046 -1.5847 -1.5351
H -0.070698 3.159172 -2.325378 0.3671 -0.9428 -3.2636
H -1.981078 0.037415 0.397852 -0.3098 0.2481 0.5570
H 1.001578 -2.129237 0.789698 1.1642 0.3563 0.4297
H 2.463315 -1.822877 1.398992 -0.7448 -0.2507 -0.4225
H -0.804985 3.308501 -1.202203 -2.0372 -0.1399 1.6146
H -0.679777 -0.154212 -1.177828 0.2939 -0.4949 0.2733
H -2.052941 -2.033511 0.816592 1.4573 0.2507 0.6061
H -0.120130 -1.733478 2.306483 -0.0489 0.1524 -1.1330
H 1.893004 0.467150 -0.822572 0.6486 0.5422 -0.6031
H -3.053793 -2.425551 -0.112631 -1.0639 0.2114 -1.8807
H 0.639286 -2.844264 3.037490 -0.1805 0.1143 -0.1883
H -1.398157 -0.106384 2.139112 -0.7081 -0.1561 0.2915
H -0.378452 -2.667646 -0.536781 -0.6634 1.8196 1.2903
H 0.188413 1.327029 -0.020091 0.0103 0.0089 0.4966
H -3.431990 1.858040 -1.542979 0.2639 -0.3496 -0.0403
H 1.569682 -0.875370 -0.605992 -0.9749 -2.1811 1.3946
H -1.973353 1.568202 -2.085075 -0.3890 -0.7194 0.1143
H 1.922031 2.961429 -1.640155 -1.8876 0.6852 -0.1036
H -0.676251 -0.699403 -2.589176 0.4341 -0.3709 -0.2955
H 0.414186 1.268370 1.786950 -0.0481 -0.0231 0.1891
H -0.951892 2.124091 1.091266 0.3256 -0.0381 -0.0294
H 2.898834 2.596372 -0.560120 0.0126 -0.1239 -0.9998
H -1.251519 -3.807771 -1.166318 0.4601 0.5760 0.5416
H 3.067665 0.542192 1.610241 0.1716 0.2448 -0.4132
H 1.862365 1.424344 1.618228 0.0669 0.2071 -0.2012
```
Positions in Å, forces in eV/Å.

Summary:
Net charge: -1
HOMO level, Eh: -0.217
LUMO level, eV: 2.828